a.
A molecular structure, C44H49IN5O5Sr. Source: the Open Molecules 2025 dataset; level of theory: wB97M-V/def2-TZVPD.

```
! wB97M-V def2-TZVPD RIJCOSX def2/J DEFGRID3
* xyz -1 1
Sr 1.34 0.00 -0.84
C -0.42 -4.41 0.01
C -1.60 -3.44 0.17
C -2.75 -4.12 0.92
C -2.04 -2.91 -1.19
C -2.62 -3.78 -2.10
C -3.00 -3.36 -3.36
C -2.77 -2.04 -3.74
C -2.19 -1.14 -2.86
C -1.97 0.31 -3.24
C -1.84 0.53 -4.74
C -3.08 1.20 -2.66
C -1.84 -1.57 -1.57
N -1.21 -0.66 -0.70
C -1.83 -0.22 0.38
C -1.15 0.55 1.38
N 0.12 0.89 1.26
C 0.68 1.77 2.22
C 0.38 3.14 2.20
C 0.96 3.96 3.16
C 1.82 3.46 4.12
C 2.15 2.11 4.10
C 1.59 1.26 3.15
C 2.00 -0.20 3.07
C 3.23 -0.34 2.17
C 2.27 -0.85 4.43
C -0.51 3.77 1.14
C 0.29 4.77 0.29
C -1.74 4.44 1.74
C -2.11 0.80 2.48
C -2.05 1.38 3.72
C -3.23 1.42 4.51
C -4.42 0.91 4.09
C -4.51 0.28 2.82
C -5.66 -0.31 2.23
C -5.58 -0.88 0.98
C -4.36 -0.93 0.25
C -3.24 -0.38 0.80
C -3.35 0.23 2.07
H -0.08 -4.76 0.98
H 0.41 -3.92 -0.50
H -0.71 -5.28 -0.58
H -1.25 -2.60 0.77
H -3.10 -5.00 0.39
H -3.59 -3.44 1.05
H -2.41 -4.44 1.91
H -2.77 -4.82 -1.82
H -3.44 -4.06 -4.06
H -3.05 -1.72 -4.73
H -1.03 0.62 -2.78
H -2.79 0.36 -5.26
H -1.09 -0.13 -5.17
H -1.54 1.56 -4.94
H -4.04 0.92 -3.09
H -2.89 2.25 -2.90
H -3.14 1.10 -1.58
H 0.73 5.02 3.16
H 2.25 4.11 4.86
H 2.84 1.72 4.83
H 1.16 -0.74 2.61
H 4.10 0.10 2.65
H 3.11 0.20 1.22
H 3.45 -1.39 1.95
H 3.14 -0.42 4.91
H 2.45 -1.92 4.30
H 1.41 -0.72 5.09
H -0.86 2.98 0.48
H 0.63 5.61 0.90
H -0.34 5.16 -0.51
H 1.16 4.29 -0.16
H -1.46 5.26 2.40
H -2.34 3.74 2.32
H -2.37 4.86 0.95
H -1.14 1.83 4.10
H -3.17 1.89 5.49
H -5.30 0.97 4.72
H -6.61 -0.30 2.76
H -6.46 -1.32 0.54
H -4.35 -1.40 -0.73
C 4.93 -1.99 -2.57
C 4.92 -0.60 -2.05
N 3.85 0.17 -1.93
C 4.28 1.38 -1.42
C 5.64 1.33 -1.24
N 6.01 0.08 -1.66
C 6.68 2.26 -0.74
O 6.28 3.44 -0.34
O 7.83 1.88 -0.70
C 3.30 2.48 -1.11
O 3.76 3.53 -0.62
O 2.09 2.25 -1.37
H 4.10 -2.55 -2.14
H 5.86 -2.49 -2.33
H 4.79 -2.02 -3.65
H 6.97 -0.23 -1.65
H 5.26 3.54 -0.46
N 1.30 -1.31 -3.89
C 1.23 -2.42 -3.04
O 1.59 -2.27 -1.84
C 0.76 -3.63 -3.58
I 3.07 -4.31 -5.14
H 2.05 -0.67 -3.65
H 1.31 -1.56 -4.87
H 0.23 -3.64 -4.52
H 0.66 -4.48 -2.92
*
```

The value obtained for the orbital gap (spin up / spin down) is 0.207 / 0.235 Eh. The value obtained for the LUMO energy (spin up / spin down) is 1.63 / 1.83 eV.

b.
A molecular structure, C44H49IN5O5Sr. Source: the Open Molecules 2025 dataset; level of theory: wB97M-V/def2-TZVPD.

```
! wB97M-V def2-TZVPD RIJCOSX def2/J DEFGRID3
* xyz -1 1
Sr 0.04 -0.03 0.53
C 3.83 -0.49 -2.98
C 3.11 -1.52 -2.10
C 3.03 -2.87 -2.80
C 3.74 -1.57 -0.72
C 4.66 -2.56 -0.39
C 5.28 -2.58 0.85
C 4.96 -1.59 1.78
C 4.04 -0.59 1.49
C 3.64 0.38 2.59
C 4.83 1.18 3.12
C 2.93 -0.35 3.74
C 3.42 -0.54 0.22
N 2.44 0.38 -0.10
C 2.71 1.74 -0.04
C 1.75 2.72 0.19
N 0.43 2.44 0.49
C -0.57 3.37 0.30
C -1.47 3.64 1.37
C -2.53 4.52 1.19
C -2.77 5.13 -0.04
C -1.91 4.84 -1.10
C -0.83 3.98 -0.95
C -0.02 3.61 -2.19
C 0.51 4.82 -2.95
C -0.85 2.71 -3.11
C -1.20 3.01 2.73
C -2.44 2.87 3.61
C -0.09 3.78 3.45
C 2.42 4.03 0.20
C 2.04 5.33 0.44
C 3.03 6.35 0.40
C 4.35 6.11 0.12
C 4.77 4.76 -0.11
C 6.10 4.31 -0.37
C 6.34 2.98 -0.54
C 5.31 1.99 -0.46
C 4.02 2.40 -0.21
C 3.80 3.79 -0.06
H 3.36 -0.41 -3.96
H 4.87 -0.77 -3.12
H 3.80 0.50 -2.51
H 2.09 -1.15 -1.96
H 4.02 -3.22 -3.12
H 2.42 -2.79 -3.70
H 2.60 -3.64 -2.16
H 4.89 -3.33 -1.11
H 5.99 -3.35 1.10
H 5.42 -1.62 2.76
H 2.94 1.09 2.16
H 5.57 0.53 3.61
H 4.50 1.92 3.86
H 5.34 1.72 2.32
H 3.60 -1.08 4.20
H 2.04 -0.87 3.40
H 2.62 0.36 4.51
H -3.19 4.73 2.02
H -3.60 5.81 -0.17
H -2.10 5.29 -2.07
H 0.83 3.02 -1.85
H -0.31 5.45 -3.31
H 1.08 4.49 -3.83
H 1.16 5.43 -2.33
H -1.69 3.25 -3.54
H -1.25 1.84 -2.57
H -0.23 2.33 -3.94
H -0.81 2.01 2.54
H -2.84 3.84 3.92
H -2.20 2.30 4.51
H -3.23 2.33 3.08
H -0.40 4.81 3.65
H 0.81 3.80 2.84
H 0.15 3.31 4.41
H 1.01 5.59 0.66
H 2.71 7.37 0.59
H 5.06 6.92 0.09
H 6.92 5.03 -0.42
H 7.35 2.64 -0.73
H 5.56 0.95 -0.58
C -4.04 1.19 -1.14
C -3.73 0.46 0.12
N -2.64 -0.22 0.36
C -2.70 -0.63 1.70
C -3.89 -0.21 2.22
N -4.55 0.47 1.20
C -4.44 -0.44 3.56
O -5.81 -0.44 3.63
O -3.78 -0.63 4.54
C -1.65 -1.54 2.37
O -2.01 -2.70 2.55
O -0.53 -1.00 2.61
H -3.25 0.98 -1.86
H -4.05 2.27 -0.97
H -4.99 0.88 -1.56
H -5.33 1.09 1.30
H -6.18 -0.59 2.75
N -0.80 -4.26 -0.33
C 0.10 -3.29 -0.08
O 0.05 -2.20 -0.65
C 1.13 -3.54 1.00
I 2.06 -5.45 0.82
H -1.62 -3.98 -0.84
H -0.88 -5.04 0.31
H 0.63 -3.51 1.97
H 1.93 -2.80 0.94
*
```

The value obtained for the orbital gap is 0.161 Eh. The value obtained for the LUMO energy is 1.78 eV.

Which of them is most stable? Easy: a.

a.
A molecular structure, C22H23Cl8F3. Source: the Open Molecules 2025 dataset; level of theory: wB97M-V/def2-TZVPD.

```
! wB97M-V def2-TZVPD RIJCOSX def2/J DEFGRID3
* xyz 0 1
C -2.90 0.05 2.68
Cl -2.65 -1.07 4.01
Cl -1.35 0.41 1.86
H -3.64 -0.31 1.95
H -3.25 0.95 3.19
C -0.61 0.03 0.10
Cl 0.07 -0.45 -1.43
Cl -0.09 1.75 0.36
H -1.70 0.12 0.10
H -0.24 -0.55 0.94
C -0.61 -2.84 1.67
Cl 0.84 -2.05 1.20
Cl -2.06 -2.03 1.17
H -0.63 -3.88 1.35
H -0.65 -2.86 2.76
C -0.83 -0.93 -3.61
Cl -1.60 0.41 -4.54
Cl -0.20 -2.35 -4.44
H -0.05 -0.58 -2.94
H -1.68 -1.29 -3.04
F -3.26 -2.07 0.13
C -3.57 -1.45 -0.99
C -2.65 -0.51 -1.53
C -2.94 0.12 -2.74
C -4.16 -0.19 -3.41
C -5.07 -1.11 -2.81
C -4.70 -1.81 -1.73
H -1.81 -0.15 -0.96
H -2.37 0.97 -3.07
H -4.56 0.52 -4.11
H -5.81 -1.52 -3.48
H -5.30 -2.66 -1.44
F 5.20 0.51 1.69
C 4.20 0.05 0.90
C 4.47 -0.68 -0.21
C 3.47 -1.22 -0.98
C 2.17 -0.93 -0.62
C 1.83 -0.09 0.47
C 2.89 0.31 1.26
H 5.48 -0.91 -0.52
H 3.77 -1.83 -1.82
H 1.33 -1.37 -1.14
H 0.85 0.13 0.87
H 2.74 0.94 2.12
F 1.06 2.90 -0.36
C 1.81 3.00 0.69
C 1.26 2.48 1.84
C 2.09 2.26 2.92
C 3.47 2.50 2.84
C 4.02 3.00 1.66
C 3.20 3.28 0.63
H 0.22 2.18 1.78
H 1.73 1.65 3.74
H 4.09 2.21 3.67
H 5.09 3.17 1.63
H 3.59 3.76 -0.25
*
```

The value obtained for the orbital gap is 0.310 Eh. The value obtained for the LUMO energy is 0.34 eV.

b.
7 unconnected molecules or ions with the total composition C22H23Cl8F3. Source: the Open Molecules 2025 dataset; level of theory: wB97M-V/def2-TZVPD.

```
! wB97M-V def2-TZVPD RIJCOSX def2/J DEFGRID3
* xyz 0 1
F 0.70 6.96 -4.52
C 1.48 6.62 -3.47
C 2.66 7.32 -3.22
C 3.46 6.93 -2.09
C 3.08 5.88 -1.23
C 1.89 5.25 -1.53
C 1.09 5.62 -2.59
H 2.85 8.18 -3.84
H 4.36 7.49 -1.86
H 3.62 5.56 -0.35
H 1.61 4.40 -0.92
H 0.16 5.07 -2.70
F -2.03 -9.55 3.77
C -2.37 -8.32 3.37
C -2.52 -7.22 4.29
C -3.04 -6.02 3.89
C -3.32 -5.77 2.55
C -3.10 -6.77 1.62
C -2.72 -8.04 2.05
H -2.28 -7.49 5.31
H -3.32 -5.31 4.66
H -3.75 -4.81 2.30
H -3.50 -6.72 0.61
H -2.65 -8.86 1.36
F 3.42 -0.83 -6.85
C 3.88 -0.83 -5.62
C 4.77 0.14 -5.10
C 5.12 0.10 -3.75
C 4.79 -1.00 -2.95
C 3.94 -2.00 -3.47
C 3.50 -1.91 -4.77
H 5.07 0.95 -5.75
H 5.74 0.92 -3.43
H 5.23 -1.03 -1.97
H 3.54 -2.81 -2.87
H 2.78 -2.60 -5.18
Cl -0.71 0.20 1.94
C 0.45 -1.07 2.15
Cl 2.11 -0.49 2.30
H 0.16 -1.68 3.01
H 0.30 -1.71 1.28
Cl -6.61 5.20 2.98
C -5.21 4.67 2.01
Cl -5.29 4.99 0.27
H -4.34 5.23 2.37
H -5.09 3.60 2.15
Cl -1.38 0.87 7.46
C 0.41 0.78 7.67
Cl 0.81 -0.89 8.16
H 0.92 1.06 6.75
H 0.71 1.42 8.50
Cl -4.02 0.73 -4.20
C -4.39 -0.31 -2.84
Cl -3.24 -1.72 -2.85
H -4.31 0.29 -1.93
H -5.41 -0.69 -2.93
*
```

The value obtained for the orbital gap is 0.336 Eh. The value obtained for the LUMO energy is 0.05 eV.

Which of them is most stable? Easy: b.

a.
A gas-phase ion, C5H15N2 (charge +2). Source: the Open Molecules 2025 dataset; level of theory: wB97M-V/def2-TZVPD.

```
! wB97M-V def2-TZVPD RIJCOSX def2/J DEFGRID3
* xyz 2 2
C -1.51 -0.90 0.06
C -1.00 -0.58 -1.33
C 0.45 -0.22 -1.42
C 0.80 1.10 -0.76
N 1.10 0.83 0.70
C 0.91 1.89 1.65
N -0.70 -1.92 0.71
H -1.58 0.01 0.79
H -2.53 -1.22 0.15
H -1.55 0.28 -1.86
H -1.26 -1.43 -1.96
H 0.99 -1.08 -0.86
H 0.77 -0.28 -2.44
H 1.57 1.66 -1.29
H -0.06 1.82 -0.70
H 1.99 0.35 0.97
H -0.18 2.13 1.56
H 0.93 1.58 2.71
H 1.40 2.89 1.51
H 0.31 -1.49 0.85
H -0.97 -2.53 1.44
H -0.51 -2.68 -0.01
*
```

The value obtained for the orbital gap (spin up / spin down) is 0.476 / 0.296 Eh. The value obtained for the LUMO energy (spin up / spin down) is -7.37 / -12.30 eV.

b.
2 unconnected molecules or ions with the total composition C5H15N2. Source: the Open Molecules 2025 dataset; level of theory: wB97M-V/def2-TZVPD.

```
! wB97M-V def2-TZVPD RIJCOSX def2/J DEFGRID3
* xyz 2 2
C 0.10 0.10 1.37
N -1.09 -0.39 0.80
C -4.40 -0.11 -0.39
C 1.33 -0.14 0.46
N 0.81 0.18 -0.87
C 1.54 -0.42 -1.98
C 2.47 0.82 0.82
H 0.31 0.00 2.42
H -0.44 0.89 0.84
H -1.69 -0.75 1.53
H -4.84 0.06 -1.38
H -5.19 -0.31 0.38
H -3.86 0.73 -0.07
H 1.63 -1.20 0.47
H -0.18 -0.15 -0.85
H -3.63 -0.94 -0.42
H 2.57 0.07 -2.12
H 1.68 -1.49 -1.90
H 1.05 -0.17 -2.91
H 3.28 0.69 0.16
H 2.11 1.90 0.74
H 2.87 0.63 1.84
*
```

The value obtained for the orbital gap (spin up / spin down) is 0.212 / 0.210 Eh. The value obtained for the LUMO energy (spin up / spin down) is -13.24 / -13.28 eV.

Which of them is most stable? Easy: a.

a.
A single C5H10OS molecule. Source: the Open Molecules 2025 dataset; level of theory: wB97M-V/def2-TZVPD.

```
! wB97M-V def2-TZVPD RIJCOSX def2/J DEFGRID3
* xyz 0 1
C -1.54 1.53 0.43
C -1.04 0.11 0.36
O -1.67 -0.82 0.83
C 0.32 -0.09 -0.31
C 0.01 -0.80 -1.61
C 1.26 -0.93 0.51
S 1.67 -0.34 2.20
H -1.20 1.94 1.40
H -1.22 2.10 -0.47
H -2.62 1.56 0.39
H 0.85 0.87 -0.39
H 0.94 -1.06 -2.13
H -0.57 -1.73 -1.49
H -0.56 -0.13 -2.25
H 2.16 -1.07 -0.10
H 0.80 -1.92 0.67
H 2.40 0.77 1.94
*
```

The value obtained for the orbital gap is 0.369 Eh. The value obtained for the LUMO energy is 0.80 eV.

b.
A single C5H10OS molecule. Source: the Open Molecules 2025 dataset; level of theory: wB97M-V/def2-TZVPD.

```
! wB97M-V def2-TZVPD RIJCOSX def2/J DEFGRID3
* xyz 0 1
C 3.02 1.07 -0.71
S 1.37 0.91 -1.41
C 0.83 -0.65 -0.64
C 0.02 -0.47 0.65
C -1.41 -0.99 0.54
C -2.37 -0.36 1.51
O -3.54 -0.62 1.55
H 3.55 0.12 -0.78
H 3.55 1.80 -1.32
H 2.99 1.40 0.32
H 1.74 -1.22 -0.44
H 0.27 -1.16 -1.41
H 0.03 0.58 0.95
H 0.56 -1.00 1.44
H -1.78 -0.80 -0.47
H -1.46 -2.08 0.69
H -1.91 0.35 2.22
*
```

The value obtained for the orbital gap is 0.356 Eh. The value obtained for the LUMO energy is 0.95 eV.

c.
2 unconnected molecules or ions with the total composition C5H10OS. Source: the Open Molecules 2025 dataset; level of theory: wB97M-V/def2-TZVPD.

```
! wB97M-V def2-TZVPD RIJCOSX def2/J DEFGRID3
* xyz 0 1
C 2.32 -0.62 0.56
C 1.05 -0.71 -0.27
C 0.48 0.69 -0.68
S -0.40 -1.59 0.45
O -1.19 -1.61 -1.05
H 3.14 -0.19 -0.08
H 2.31 -0.02 1.41
H 2.71 -1.67 0.83
H 1.38 -1.40 -1.02
H -0.01 1.23 0.20
H -0.41 0.37 -1.31
H 1.17 1.32 -1.12
H -2.09 -1.33 -0.80
C -3.59 0.49 0.13
C -3.51 -0.14 1.11
H -3.55 1.05 -0.80
H -3.74 -0.85 1.95
*
```

The value obtained for the orbital gap is 0.338 Eh. The value obtained for the LUMO energy is 0.87 eV.

Which of them is most stable? Easy: a.